Molecular formula: C6H16NOP
Method: DFT, ωB97M-V with the def2-TZVPD basis set

As for the HOMO energy: -7.72 eV. The frontier orbital gap is 8.42 eV. Its energy above the lowest of the compared OMol25 structures with the same formula, charge and spin is 60.9 kcal per mole. The value obtained for the total energy is -709.4706 Ha. The calculation puts the lowest unoccupied orbital energy at 0.6961 eV. As for the SMILES: C=[P@](C)(O)NCCCC.

```
! wB97M-V def2-TZVPD RIJCOSX def2/J DEFGRID3
* xyz 0 1
H -0.1117 1.4977 0.2623
C -1.6228 -0.3088 -1.5361
H 1.2613 -1.7414 -0.4467
O -0.6859 -2.9432 -1.1402
C 0.8548 1.3163 0.7446
H -2.8787 -3.4833 0.5121
C 1.5216 2.6455 0.8031
H 1.9378 -1.4962 1.1203
H -2.4889 0.2446 -1.2132
P -1.5297 -1.7878 -0.4168
C 1.1486 -1.0896 0.3182
H -0.7439 0.2846 -1.6248
H -3.7425 -1.6658 0.5324
C 1.5067 0.3542 -0.1585
H 1.3954 0.5584 -1.2665
H 2.5933 2.7520 0.9251
H 1.1962 2.9674 -0.1424
H 0.6468 0.8214 1.7989
H 1.1325 3.2739 1.5240
H -1.7780 -0.7462 -2.5080
N -0.1750 -1.2594 0.8229
H 2.6652 0.4169 0.1051
C -2.9825 -2.4057 0.1420
H -1.0936 -3.5939 -1.7283
H -0.4285 -0.6113 1.4886
*
```



Molecular formula: C16H32BNaO12
Method: DFT, ωB97M-V with the def2-TZVPD basis set

As for the HOMO energy: -8.96 eV. The frontier orbital gap is 8.43 eV. Its energy above the lowest of the compared OMol25 structures with the same formula, charge and spin is 11.6 kcal per mole. The value obtained for the total energy is -1719.1637 Ha. The calculation puts the lowest unoccupied orbital energy at -0.5241 eV.

```
! wB97M-V def2-TZVPD RIJCOSX def2/J DEFGRID3
* xyz 0 1
H -2.8053 3.0929 0.4249
H -0.5494 -0.7098 -3.1498
H -1.2593 -3.6020 -0.0358
C -3.7772 -0.7604 5.6354
H 2.7070 -3.6372 0.1515
O -1.6322 -0.3896 0.6738
O 0.6371 -1.9553 0.6641
C 3.8481 0.6941 1.1984
H -0.5432 -4.1819 -1.5386
H -3.2573 2.9153 -1.2575
H 1.2646 -2.3836 -1.2744
H 1.2255 0.3519 -6.0478
H -1.1392 -2.5752 -1.4019
H -0.9350 4.8696 -0.3479
H 3.7275 -1.4411 1.7085
H -0.9292 2.3425 -1.9731
H 0.0039 -0.6869 -5.5495
H 4.5835 1.4970 1.1172
Na 0.9754 0.1615 -0.2262
H 5.3669 -0.8384 1.4119
C -0.8497 4.3575 -1.3074
O -5.1914 1.1888 5.9014
O -3.2757 -1.2743 4.5130
O -0.1288 2.4588 -0.0533
O -2.8333 0.1134 2.5181
H -1.5695 4.7369 -2.0319
H 0.2707 -2.4427 1.4078
C 4.3914 -0.5870 1.8304
H 4.5084 -0.4218 2.9041
H -0.5261 2.5433 0.8209
O -4.4639 -1.5264 2.3233
H -0.0053 1.2596 -4.1246
C -2.5113 2.6241 -0.5159
H 0.1650 4.5036 -1.6782
O -3.6081 -1.0645 6.7693
C -3.6722 -1.6435 1.2928
B -3.8561 -0.6146 3.3141
H 2.3993 1.9251 -4.1767
C -2.5333 -0.5750 1.4378
C -4.6970 0.3773 5.1775
H 1.9051 1.7701 -2.4642
H 2.2040 2.1199 1.4629
H -2.6329 1.5509 -0.3652
O 0.2916 -0.3283 -2.8792
O -4.8383 0.3273 3.8736
C 0.7911 -2.8717 -0.4178
H 3.0650 1.4701 2.9540
C 0.7896 0.5327 -3.9115
C 2.0161 1.2455 -3.4126
H 4.1851 0.0498 -0.6264
O 3.4001 0.3135 -0.1368
C -1.0984 2.8766 -1.0368
C 0.9499 -0.2721 -5.1939
O -3.8158 -2.3714 0.3520
H 1.8411 0.5659 2.0745
C 1.6826 -4.0111 0.0775
C -0.5807 -3.3343 -0.8486
H 2.8767 0.5762 -3.2979
H 1.6976 -4.7610 -0.7147
H 1.6739 -1.0690 -5.0230
C 2.6751 1.2687 1.9576
H 1.3960 -4.3502 1.0713
*
```



Molecular formula: C4H4O2
Method: DFT, ωB97M-V with the def2-TZVPD basis set

As for the HOMO energy: -8.97 eV. The frontier orbital gap is 9.23 eV. Its energy above the lowest of the compared OMol25 structures with the same formula, charge and spin is 155.4 kcal per mole. The value obtained for the total energy is -305.0318 Ha. The calculation puts the lowest unoccupied orbital energy at 0.2521 eV.

```
! wB97M-V def2-TZVPD RIJCOSX def2/J DEFGRID3
* xyz 0 1
C 0.6065 -1.2290 -1.5352
H 1.5633 -1.3377 -0.9793
C -1.4119 1.8227 -0.4992
O -0.2269 -0.3079 0.1467
H -0.0142 0.5546 2.0108
O 0.9164 -1.2696 1.8200
H 0.0825 -2.1724 -1.2709
C -0.8487 0.8046 -0.2128
H -1.9010 2.7224 -0.7965
C 0.2744 -0.3466 1.4512
*
```



Molecular formula: C4H4N2O2
Method: DFT, ωB97M-V with the def2-TZVPD basis set

As for the HOMO energy: -8.03 eV. The frontier orbital gap is 7.90 eV. Its energy above the lowest of the compared OMol25 structures with the same formula, charge and spin is 86.3 kcal per mole. The value obtained for the total energy is -414.7086 Ha. The calculation puts the lowest unoccupied orbital energy at -0.1281 eV.

```
! wB97M-V def2-TZVPD RIJCOSX def2/J DEFGRID3
* xyz 0 1
H 1.3733 -1.5314 2.6321
C -0.1583 -1.0574 -1.5698
H 0.8722 -1.3343 -1.8001
C -0.0912 -0.0637 -0.4953
N -0.6159 1.1100 -0.6963
H -0.6813 -0.7554 -2.4783
C 0.5891 0.0731 1.7964
C -0.7754 2.1552 -0.0816
O -1.1084 3.2412 0.1421
N 0.9654 -1.0700 1.8455
O 0.2456 1.1878 1.8554
H -0.6151 -1.9551 -1.1500
*
```